Record 1
The following is a DFT calculation (wB97M-V/def2-TZVPD) of a molecular structure, C27H38N3O2S3SiSn.

Calculated values
energy = -3064.93585 hartree
total charge = -1

Last column: Mulliken charge in e.
Cartesian coordinates (Å):
Sn: -2.04660 -0.49553 0.42713  0.75
N: -2.53170 1.12347 -1.70767  -0.40
C: -3.43280 0.40207 -2.58437  -0.77
C: -2.87100 -0.98703 -2.87877  -0.22
N: -2.82320 -1.75943 -1.65347  -0.43
H: -2.90950 2.03507 -1.48117  0.26
H: -1.61720 1.24137 -2.13047  0.09
H: -3.61170 0.93137 -3.53317  0.41
H: -4.37940 0.28687 -2.04897  0.35
H: -1.85050 -0.89113 -3.25407  -0.02
H: -3.48590 -1.47283 -3.65557  0.41
H: -2.30990 -2.62613 -1.78277  0.18
H: -3.76690 -1.99533 -1.34897  0.28
O: 0.43190 0.40457 2.75433  -0.46
C: 0.04760 -0.64723 3.60833  0.01
C: -0.82230 -0.10843 4.74753  -1.13
C: -2.30730 0.03567 4.38043  -0.37
C: -2.58770 1.31627 3.65933  0.74
C: -3.25760 2.36347 4.29013  -0.91
C: -3.41060 3.56987 3.63603  -0.40
C: -2.87440 3.71047 2.36583  -1.01
C: -2.27100 2.60627 1.79403  -0.20
N: -2.15150 1.44267 2.41263  0.46
H: 0.69540 0.04167 1.90133  0.05
H: 0.95320 -1.12053 4.02933  0.36
H: -0.51220 -1.42483 3.05853  0.12
H: -0.41880 0.86107 5.04943  0.36
H: -0.74040 -0.79463 5.59093  0.44
H: -2.91960 -0.00483 5.28153  0.43
H: -2.59550 -0.80923 3.75293  -0.33
H: -3.66330 2.22007 5.28023  0.43
H: -3.93190 4.39157 4.10573  0.39
H: -2.93560 4.64607 1.83103  0.43
H: -1.85860 2.64587 0.78913  0.37
S: -5.51260 -1.26553 3.24663  -0.35
C: -4.55570 -1.25673 1.91043  0.20
S: -3.35010 -2.47523 1.66463  -0.44
S: -4.67510 -0.02553 0.71513  -0.43
C: 3.58590 -2.68423 -1.00317  -1.95
C: 2.15870 -2.29033 -0.63047  2.49
C: 1.19200 -3.26893 -1.29317  -1.73
C: 1.99530 -2.41593 0.88183  -1.54
Si: 1.63090 -0.49703 -1.13767  -2.00
O: 0.12480 -0.28713 -0.78977  0.88
C: 1.92940 -0.26773 -3.01367  0.87
C: 3.14890 -0.40533 -3.66647  -0.35
C: 3.25500 -0.26473 -5.04117  -0.81
C: 2.13660 0.02757 -5.80257  -0.55
C: 0.91620 0.19877 -5.17077  -0.49
C: 0.83050 0.05427 -3.79757  0.31
C: 2.69900 0.83557 -0.28997  1.13
C: 4.08330 0.89737 -0.38087  -0.33
C: 4.80740 1.91567 0.21683  -0.79
C: 4.15300 2.90477 0.93233  -0.47
C: 2.77350 2.85957 1.04093  -0.69
C: 2.06310 1.84127 0.43013  0.08
H: 3.79580 -3.70863 -0.68257  0.51
H: 4.30820 -2.03113 -0.51687  0.32
H: 3.73340 -2.63713 -2.08027  0.33
H: 1.40960 -4.30023 -1.00347  0.50
H: 1.25100 -3.19453 -2.37817  0.36
H: 0.17390 -3.03063 -0.98737  0.08
H: 2.21630 -3.42903 1.22723  0.55
H: 0.96690 -2.18003 1.15393  0.01
H: 2.65990 -1.72563 1.39953  0.36
H: 4.04230 -0.62093 -3.09917  0.19
H: 4.21690 -0.38943 -5.52447  0.40
H: 2.21840 0.12817 -6.87847  0.36
H: 0.03420 0.43877 -5.75217  0.44
H: -0.11250 0.19407 -3.29347  -0.49
H: 4.61810 0.13737 -0.93217  0.06
H: 5.88660 1.93657 0.12563  0.40
H: 4.71870 3.70437 1.39603  0.36
H: 2.25190 3.61947 1.60853  0.40
H: 0.98710 1.81937 0.50943  0.10


Record 2
The following is a DFT calculation (wB97M-V/def2-TZVPD) of 2 unconnected molecules or ions with the total composition C4H12O3.

Calculated values
SMILES = OCCCCO.O
energy = -385.28436 hartree

Last column: natural (NBO) charge in e.
Cartesian coordinates (Å):
C: 0.47635 -0.75335 1.39424  -0.07
O: 1.86289 -0.55668 1.19076  -0.71
C: -0.37367 -0.08357 0.32555  -0.43
C: -0.59255 1.40721 0.54132  -0.42
C: -1.22395 2.03609 -0.67994  -0.06
O: -2.27939 1.15104 -1.14790  -0.75
H: 0.15865 -0.29019 2.33933  0.15
H: 0.08821 -1.77808 1.37565  0.17
H: 2.22905 -0.77816 2.05396  0.47
H: 0.19335 -0.17369 -0.61403  0.21
H: -1.31890 -0.53540 0.06483  0.23
H: -1.27033 1.43615 1.39579  0.19
H: 0.33931 1.91500 0.79364  0.21
H: -1.64539 3.03552 -0.56691  0.17
H: -0.52042 2.01222 -1.51210  0.16
H: -2.93783 1.65515 -1.63037  0.47
H: 1.48955 -3.19176 -2.08855  0.46
H: 2.57803 -2.79760 -1.20839  0.46
O: 1.64079 -2.60153 -1.33910  -0.92


Record 3
The following is a DFT calculation (wB97M-V/def2-TZVPD) of a molecular structure, C26H29InN5S3Sb.

Calculated values
2S+1 = 2
energy = -2906.79195 hartree
total charge = +1

Last column: Mulliken spin population.
Cartesian coordinates (Å):
In: -1.18041 0.68306 -1.19307  0.01
C: 1.63997 1.93238 -2.77744  0.00
C: 1.57286 1.47433 -1.33473  0.00
C: 2.04996 0.19810 -0.96333  0.00
C: 2.45966 -0.79812 -2.02424  0.00
C: 2.21413 -0.11390 0.38871  0.00
C: 2.87213 -1.41619 0.78652  0.00
C: 1.77610 0.77885 1.37862  0.00
C: 1.95303 0.40107 2.83145  0.00
C: 1.24388 2.02109 1.02052  0.00
C: 0.74555 3.00298 2.05808  0.00
C: 1.23097 2.40871 -0.33006  0.00
C: 1.01138 3.86015 -0.69286  0.00
H: 2.62816 2.35708 -2.98763  0.00
H: 0.89299 2.69248 -2.99532  0.00
H: 1.49135 1.11312 -3.47774  0.00
H: 3.48429 -0.60808 -2.36186  0.00
H: 1.81773 -0.73741 -2.90039  0.00
H: 2.41216 -1.82181 -1.65641  0.00
H: 2.13338 -2.22101 0.89462  0.00
H: 3.40205 -1.31852 1.73275  0.00
H: 3.60500 -1.73158 0.04501  0.00
H: 2.97156 0.63658 3.16038  0.00
H: 1.79826 -0.66360 2.99444  0.00
H: 1.27624 0.93794 3.49209  0.00
H: 1.54015 3.68406 2.37726  0.00
H: 0.37578 2.50390 2.95143  0.00
H: -0.06739 3.60861 1.65794  0.00
H: -0.00826 4.06399 -1.02382  0.00
H: 1.67892 4.15027 -1.50223  0.00
H: 1.22380 4.50995 0.15186  0.00
N: -2.50768 0.61249 3.28337  0.00
C: -2.26427 0.95819 2.02126  0.00
N: -1.60897 0.22765 1.17444  0.00
C: -1.16269 -1.03305 1.56491  0.00
N: -0.67419 -1.88605 0.72487  0.00
N: -0.64401 -1.43729 -0.57476  0.01
C: -0.73312 -2.31138 -1.49643  0.00
C: -0.75396 -1.89772 -2.90469  0.02
C: -0.86852 -2.83331 -3.91337  0.00
C: -0.92250 -2.39027 -5.22986  -0.01
C: -0.85194 -1.03402 -5.48411  -0.02
C: -0.72819 -0.15775 -4.41182  0.01
N: -0.67961 -0.58197 -3.15656  0.00
C: -1.28935 -1.41869 2.97186  0.00
C: -0.76624 -2.60811 3.48123  0.00
C: -0.96504 -2.93844 4.80365  0.00
C: -1.70247 -2.09126 5.63523  0.00
C: -2.22731 -0.91375 5.14871  0.00
C: -2.01004 -0.57959 3.81753  0.00
H: -3.05789 1.22008 3.86666  0.00
H: -2.65318 1.91664 1.69736  0.00
H: -0.83257 -3.36265 -1.24334  0.00
H: -0.92093 -3.88654 -3.66798  0.00
H: -1.02863 -3.09797 -6.04263  0.00
H: -0.90865 -0.64582 -6.49276  0.00
H: -0.67987 0.91352 -4.56337  0.01
H: -0.21207 -3.25855 2.81774  0.00
H: -0.55654 -3.85971 5.19791  0.00
H: -1.86622 -2.36225 6.67004  0.00
H: -2.79979 -0.25422 5.79391  0.00
S: -3.88710 0.90402 -4.83776  0.89
Sb: -4.07670 1.83872 -2.68730  0.00
S: -3.58459 -0.10274 -1.34646  0.07
S: -1.82054 2.76331 -2.31802  0.02


Record 4
The following is a DFT calculation (wB97M-V/def2-TZVPD) of a single C4H9N molecule.

Calculated values
SMILES = C=C(N)CC
energy = -212.47039 hartree

Last column: natural (NBO) charge in e.
Cartesian coordinates (Å):
C: 0.73187 1.63892 0.37240  -0.63
C: 1.11595 0.05985 0.51443  -0.44
C: -0.14888 -0.57513 0.01817  0.20
C: -0.07987 -1.44192 -1.11479  -0.47
N: -1.46096 -0.08774 0.25522  -0.88
H: 0.33664 1.97793 -0.74887  0.21
H: 1.41312 2.31264 0.96597  0.22
H: -0.23782 1.75216 0.90854  0.21
H: 1.08752 -0.10059 1.61246  0.22
H: 2.06643 -0.16230 0.11452  0.23
H: 0.84371 -1.60133 -1.66579  0.20
H: -1.03674 -1.89033 -1.49620  0.18
H: -1.68292 0.86545 -0.17610  0.37
H: -2.27766 -0.62982 -0.04234  0.38


Which of these has the lowest energy?
C27H38N3O2S3SiSn